No. 1
Molecular formula: C6H13NO
Method: DFT, wB97M-V/def2-TZVPD

- Energy relative to the best compared isomer or geometry (same formula, charge and spin): 145.2 kcal/mol
- HOMO-LUMO gap (alpha / beta): 7.270 / 7.272 eV
- Energy: -9964.8784 eV
- Strongest force on any atom: 0.641 eV Å⁻¹

```
21
C6H13NO wB97M-V/def2-TZVPD
C -1.255 0.262 0.436
C 0.909 -0.158 1.087
C -0.882 -1.038 -1.539
C 2.268 -0.229 0.472
C 1.560 -0.461 -0.818
C -1.175 1.624 -0.169
N -1.466 -0.817 -0.340
O -1.887 0.162 1.664
H -1.228 0.328 2.357
H -1.722 -1.635 0.197
H 0.700 0.742 1.665
H 0.561 -1.077 1.546
H -0.982 -2.033 -1.944
H -0.790 -0.214 -2.227
H 2.832 0.704 0.517
H 2.904 -1.047 0.816
H 1.647 -1.427 -1.288
H 1.470 0.376 -1.493
H -0.470 1.648 -0.997
H -0.838 2.337 0.585
H -2.157 1.954 -0.530
```



No. 2
Molecular formula: C58H57CoGeN8O3P2SSe2
Method: DFT, wB97M-V/def2-TZVPD

- Energy relative to the best compared isomer or geometry (same formula, charge and spin): 0.0 kcal/mol
- 2S+1: 2
- HOMO-LUMO gap (alpha / beta): 7.273 / 7.292 eV
- Energy: -333385.8949 eV
- Strongest force on any atom: 1.297 eV Å⁻¹
- Charge: -1

```
133
C58H57CoGeN8O3P2SSe2 wB97M-V/def2-TZVPD
Co 0.199 0.241 0.940
Se -7.041 -0.624 1.689
P -5.551 -2.116 1.573
C -5.743 -3.056 0.034
C -6.894 -3.820 -0.180
C -7.106 -4.439 -1.400
C -6.193 -4.268 -2.437
C -5.075 -3.471 -2.246
C -4.848 -2.870 -1.013
C -5.707 -3.232 3.006
C -6.203 -4.528 2.957
C -6.333 -5.275 4.125
C -5.959 -4.733 5.344
C -5.464 -3.433 5.399
C -5.347 -2.682 4.241
C -3.841 -1.550 1.641
C -2.560 -1.958 1.225
N -1.688 -0.991 1.628
N -2.393 -0.061 2.268
N -3.680 -0.355 2.265
P -1.744 -3.530 0.879
Se -0.637 -3.767 -0.914
C -0.704 -3.691 2.368
C 0.601 -4.154 2.281
C 1.397 -4.213 3.421
C 0.892 -3.808 4.648
C -0.413 -3.335 4.737
C -1.204 -3.267 3.600
C -2.902 -4.934 1.034
C -3.081 -5.590 2.248
C -3.866 -6.735 2.325
C -4.502 -7.220 1.193
C -4.326 -6.572 -0.025
C -3.512 -5.454 -0.109
H -7.640 -3.903 0.602
H -7.996 -5.041 -1.551
H -6.367 -4.739 -3.398
H -4.371 -3.310 -3.055
H -3.974 -2.245 -0.873
H -6.474 -4.973 2.008
H -6.720 -6.287 4.074
H -6.055 -5.318 6.251
H -5.177 -2.999 6.351
H -4.972 -1.663 4.281
H 0.988 -4.457 1.313
H 2.419 -4.570 3.343
H 1.517 -3.847 5.533
H -0.812 -2.998 5.687
H -2.199 -2.844 3.669
H -2.590 -5.232 3.144
H -3.981 -7.240 3.278
H -5.124 -8.108 1.255
H -4.812 -6.947 -0.919
H -3.331 -4.982 -1.063
N 0.411 -0.519 -3.145
C -0.396 -0.044 -2.186
N 0.146 -0.311 -1.031
C 1.297 -0.946 -1.353
N 1.515 -1.099 -2.629
C 2.150 -1.418 -0.253
C 3.351 -2.093 -0.411
N 4.060 -2.507 0.634
C 3.546 -2.255 1.819
C 2.350 -1.567 1.983
N 1.668 -1.142 0.939
H 0.287 -0.471 -4.136
H -1.320 0.494 -2.347
H 3.734 -2.296 -1.405
H 4.101 -2.596 2.685
H 1.937 -1.337 2.955
C 0.598 0.845 2.748
H 0.051 1.778 2.924
H 1.678 1.041 2.881
H 0.265 0.118 3.506
O -1.702 2.441 -1.517
C -1.679 2.515 -0.246
O -0.970 1.854 0.538
C -2.695 3.456 0.378
C -3.054 4.649 -0.503
Ge -3.355 4.215 -2.380
C -4.573 5.700 -2.952
C -5.355 5.553 -4.103
C -6.189 6.569 -4.555
C -6.261 7.771 -3.859
C -5.495 7.943 -2.714
C -4.663 6.915 -2.270
C -4.481 2.650 -2.641
C -4.440 1.882 -3.805
C -5.293 0.796 -3.976
C -6.194 0.455 -2.976
C -6.240 1.201 -1.804
C -5.394 2.292 -1.645
C -1.992 4.388 -3.787
C -1.725 5.645 -4.338
C -0.814 5.803 -5.380
C -0.180 4.694 -5.924
C -0.447 3.432 -5.403
C -1.327 3.286 -4.337
H -2.346 3.752 1.365
H -3.582 2.832 0.552
H -2.292 5.437 -0.457
H -3.987 5.106 -0.157
H -5.321 4.617 -4.659
H -6.788 6.422 -5.447
H -6.912 8.566 -4.206
H -5.545 8.875 -2.162
H -4.077 7.075 -1.369
H -3.748 2.139 -4.602
H -5.254 0.218 -4.894
H -6.851 -0.396 -3.099
H -6.917 0.922 -1.004
H -5.454 2.866 -0.724
H -2.244 6.522 -3.960
H -0.618 6.793 -5.779
H 0.517 4.810 -6.746
H 0.050 2.561 -5.821
H -1.499 2.303 -3.910
C 1.809 4.006 -1.958
C 3.022 3.781 -1.066
S 3.191 2.028 -0.726
O 2.002 1.685 0.112
C 4.604 2.109 0.391
C 5.927 1.974 -0.356
H 1.600 5.073 -2.052
H 0.919 3.519 -1.544
H 1.977 3.613 -2.964
H 2.906 4.255 -0.089
H 3.959 4.117 -1.525
H 4.422 1.274 1.072
H 4.540 3.031 0.970
H 6.011 0.995 -0.831
H 6.769 2.093 0.330
H 6.030 2.735 -1.137
```



No. 3
Molecular formula: C27H26Br2N8S2Ti
Method: DFT, wB97M-V/def2-TZVPD

- Energy relative to the best compared isomer or geometry (same formula, charge and spin): 0.0 kcal/mol
- 2S+1: 3
- HOMO-LUMO gap (alpha / beta): 6.507 / 7.994 eV
- Energy: -225203.5953 eV
- Strongest force on any atom: 0.633 eV Å⁻¹
- Charge: +2

```
66
C27H26Br2N8S2Ti wB97M-V/def2-TZVPD
Ti 0.008 0.082 0.122
Br -0.797 -0.630 6.865
C -0.659 -0.348 5.020
C -0.143 0.843 4.528
C -0.035 0.983 3.159
N -0.415 0.043 2.291
C -0.972 -1.085 2.771
C -1.088 -1.323 4.133
C -1.499 -2.018 1.746
C -2.282 -3.115 2.062
C -2.801 -3.888 1.032
Br -3.866 -5.371 1.425
C -2.537 -3.542 -0.286
C -1.744 -2.437 -0.517
N -1.230 -1.684 0.467
H 0.164 1.637 5.193
H 0.372 1.890 2.726
H -1.506 -2.242 4.514
H -2.512 -3.372 3.084
H -2.939 -4.114 -1.109
H -1.503 -2.125 -1.527
N 3.179 -0.709 2.787
C 2.993 0.378 2.033
S 2.512 0.191 0.389
N 3.233 1.563 2.588
C 3.090 2.855 1.974
C 2.300 3.800 2.615
C 2.179 5.072 2.074
C 2.846 5.392 0.901
C 3.648 4.445 0.279
C 3.783 3.174 0.817
H 3.111 -1.609 2.344
H 3.592 -0.664 3.706
H 3.519 1.574 3.558
H 1.804 3.552 3.546
H 1.571 5.814 2.574
H 2.744 6.380 0.473
H 4.192 4.705 -0.619
H 4.433 2.445 0.354
S 0.352 0.088 -2.452
C 1.889 -0.555 -2.909
N 2.236 -1.805 -2.621
C 3.484 -2.424 -3.072
C 4.550 -1.350 -3.204
C 4.032 -0.231 -4.090
N 2.726 0.209 -3.595
H 1.545 -2.363 -2.152
H 3.320 -2.926 -4.028
H 3.771 -3.177 -2.340
H 5.453 -1.775 -3.637
H 4.800 -0.957 -2.217
H 3.937 -0.563 -5.126
H 4.703 0.626 -4.072
H 2.401 1.138 -3.807
N 0.311 6.415 -0.864
C -0.331 5.481 -0.685
C -1.121 4.305 -0.451
C -2.505 4.378 -0.312
C -3.210 3.207 -0.091
C -2.514 2.015 -0.014
N -1.181 1.941 -0.135
C -0.500 3.068 -0.365
H -3.009 5.333 -0.379
H -4.284 3.215 0.020
H -3.034 1.082 0.168
H 0.578 2.984 -0.472
```



No. 4
Molecular formula: C4H13NO3
Method: DFT, wB97M-V/def2-TZVPD

- Energy relative to the best compared isomer or geometry (same formula, charge and spin): 51.1 kcal/mol
- HOMO-LUMO gap: 10.128 eV
- SMILES string: N[C@@H](CO)CCO.O
- Energy: -11990.2568 eV
- Strongest force on any atom: 3.408 eV Å⁻¹

```
21
C4H13NO3 wB97M-V/def2-TZVPD
N -0.316 0.922 0.881
C -0.819 0.518 -0.407
C -0.384 1.327 -1.663
O -0.548 2.745 -1.394
C -0.238 -0.928 -0.721
C -0.764 -1.927 0.337
O 0.282 -2.050 1.310
H -0.801 1.586 1.437
H 0.684 0.868 0.936
H -1.989 0.484 -0.420
H -0.970 0.988 -2.491
H 0.702 1.219 -1.740
H -1.145 2.821 -0.633
H 0.846 -1.007 -0.761
H -0.426 -1.231 -1.750
H -0.983 -2.926 0.014
H -1.649 -1.528 0.921
H 0.247 -1.117 1.700
O 2.917 -0.020 1.181
H 3.140 -0.051 2.117
H 2.213 -0.692 1.146
```



No. 5
Molecular formula: C28H24ClINO3Pd
Method: DFT, wB97M-V/def2-TZVPD

- 2S+1: 3
- HOMO-LUMO gap (alpha / beta): 5.626 / 6.482 eV
- Energy: -61159.1771 eV
- Strongest force on any atom: 0.789 eV Å⁻¹
- Charge: -1

```
59
C28H24ClINO3Pd wB97M-V/def2-TZVPD
Pd -1.414 2.011 0.026
C 0.068 4.091 2.097
O -1.225 3.972 1.510
C -1.598 5.150 0.827
C -2.984 4.997 0.255
O -3.100 4.018 -0.753
C -2.478 4.375 -1.976
H 0.095 4.965 2.757
H 0.835 4.173 1.329
H 0.242 3.187 2.668
H -0.870 5.381 0.043
H -1.614 5.990 1.528
H -3.310 5.972 -0.127
H -3.655 4.688 1.055
H -2.774 5.388 -2.270
H -2.815 3.661 -2.717
H -1.396 4.310 -1.910
Cl 3.528 -2.471 2.682
C 2.735 -1.099 1.927
C 3.432 -0.342 1.025
C 2.826 0.750 0.403
I 3.931 1.922 -0.931
C 1.483 1.144 0.622
O 0.929 2.104 0.015
C 0.786 0.347 1.642
N -0.470 0.742 1.974
C -1.135 0.074 2.881
C -0.617 -1.060 3.530
C 0.644 -1.480 3.221
C 1.407 -0.769 2.271
H 4.459 -0.598 0.796
H -2.132 0.439 3.113
H -1.222 -1.595 4.252
H 1.070 -2.353 3.699
C -1.513 0.420 -1.203
C -0.979 -0.684 -1.396
C -0.329 -1.910 -1.504
C 0.978 -1.971 -2.183
C 1.286 -1.067 -3.208
C 2.528 -1.075 -3.822
C 3.509 -1.976 -3.425
C 3.229 -2.868 -2.398
C 1.983 -2.870 -1.787
C -0.919 -3.089 -0.853
C -1.824 -2.935 0.208
C -2.414 -4.033 0.815
C -2.127 -5.323 0.381
C -1.241 -5.496 -0.676
C -0.647 -4.399 -1.285
H 0.530 -0.349 -3.506
H 2.742 -0.358 -4.608
H 4.488 -1.966 -3.891
H 3.994 -3.556 -2.053
H 1.790 -3.547 -0.964
H -2.045 -1.929 0.545
H -3.102 -3.882 1.640
H -2.587 -6.181 0.857
H -1.014 -6.494 -1.033
H 0.026 -4.547 -2.120
```



No. 6
Molecular formula: C45H38IrN5O6P
Method: DFT, wB97M-V/def2-TZVPD

- Energy relative to the best compared isomer or geometry (same formula, charge and spin): 60.1 kcal/mol
- HOMO-LUMO gap: 6.932 eV
- Energy: -79136.1553 eV
- Strongest force on any atom: 2.491 eV Å⁻¹
- Charge: +1

```
96
C45H38IrN5O6P wB97M-V/def2-TZVPD
Ir 0.407 -0.024 0.230
C 3.737 -1.506 0.061
C 3.681 -0.166 -0.598
C 4.851 0.326 -1.172
C 4.865 1.588 -1.724
C 3.707 2.339 -1.671
C 2.555 1.791 -1.124
N 2.547 0.539 -0.611
C 1.301 2.562 -1.077
C 1.152 3.804 -1.685
C -0.049 4.479 -1.565
C -1.071 3.902 -0.833
C -0.853 2.673 -0.224
N 0.301 2.022 -0.381
C -1.882 2.016 0.591
C -2.929 2.732 1.152
C -3.944 2.046 1.799
C -3.861 0.673 1.905
C -2.732 0.016 1.418
C -2.561 -1.443 1.701
N -1.780 0.679 0.755
H 4.492 -2.127 -0.416
H 2.779 -2.009 0.042
H 4.032 -1.372 1.104
H 5.739 -0.290 -1.165
H 5.761 1.983 -2.183
H 3.718 3.353 -2.036
H 1.956 4.247 -2.247
H -0.183 5.446 -2.030
H -2.033 4.384 -0.753
H -2.948 3.810 1.105
H -4.781 2.581 2.227
H -4.640 0.100 2.385
H -3.526 -1.943 1.760
H -2.061 -1.529 2.668
H -1.937 -1.931 0.955
C -0.615 -3.312 -4.164
C -1.905 -2.983 -3.462
C -3.090 -3.417 -4.054
C -4.332 -3.153 -3.504
C -4.422 -2.417 -2.335
C -3.263 -1.973 -1.727
C -2.004 -2.263 -2.259
P -0.559 -1.736 -1.265
C 0.584 -1.060 -2.540
C 1.837 -1.625 -2.771
C 2.683 -1.103 -3.732
C 2.285 0.001 -4.472
C 1.037 0.561 -4.255
C 0.171 0.058 -3.287
C -1.178 0.700 -3.105
C 0.116 -3.264 -0.562
C -0.149 -4.542 -1.052
C 0.442 -5.649 -0.471
C 1.328 -5.483 0.588
C 1.559 -4.225 1.110
C 0.892 -3.103 0.600
C 0.940 -1.822 1.306
H -0.732 -4.224 -4.748
H 0.214 -3.449 -3.480
H -0.347 -2.511 -4.858
H -3.026 -3.996 -4.968
H -5.226 -3.520 -3.990
H -5.385 -2.199 -1.893
H -3.332 -1.383 -0.823
H 2.140 -2.496 -2.199
H 3.642 -1.570 -3.917
H 2.947 0.421 -5.217
H 0.718 1.409 -4.849
H -1.131 1.761 -3.353
H -1.536 0.599 -2.079
H -1.917 0.236 -3.762
H -0.820 -4.689 -1.886
H 0.210 -6.637 -0.845
H 1.811 -6.346 1.028
H 2.205 -4.102 1.970
H 1.748 -1.747 2.029
H 0.010 -1.624 1.843
O -0.496 -0.318 3.548
C 0.126 0.707 3.278
O 0.769 0.984 2.207
C 0.123 1.842 4.288
C -0.497 1.682 5.517
C -0.493 2.739 6.412
C 0.099 3.953 6.113
C 0.680 4.096 4.866
C 0.706 3.054 3.953
N 1.276 5.381 4.485
O 1.348 6.243 5.334
O 1.652 5.500 3.332
N -1.150 2.569 7.718
O -1.115 3.508 8.486
O -1.688 1.502 7.932
H -0.974 0.745 5.764
H 0.102 4.762 6.827
H 1.171 3.172 2.988
```